Entry 1:
8
Properties=species:S:1:pos:R:3:forces:R:3 method="wB97M-V/def2-TZVPD" de_lowest_kcal_mol=62.1 homo_lumo_gap_ev=9.63 e_lumo_ev=0.2281 total_charge=0
C -0.2129 1.3704 -0.0980 0.965 -0.407 0.098
C 0.2740 -1.0806 0.0692 1.326 -0.056 -0.491
N -1.3369 0.8347 -0.1089 -0.501 -2.867 0.612
O -1.0182 -0.8249 0.3376 -1.413 3.167 -0.448
S 1.2554 0.5024 0.1791 0.068 -0.271 0.238
H -0.1172 2.4289 -0.2677 -0.252 0.353 -0.110
H 0.6815 -1.7562 0.8298 -0.007 0.042 -0.077
H 0.4742 -1.4747 -0.9412 -0.186 0.040 0.178

Entry 2:
8
Properties=species:S:1:pos:R:3:forces:R:3 method="wB97M-V/def2-TZVPD" de_lowest_kcal_mol=154.7 homo_lumo_gap_ev="6.73 / 6.72" e_lumo_ev="-2.5154 / -2.5258" total_charge=0
C -0.2506 0.4155 0.0618 -0.520 -1.553 -0.280
C 0.8274 -0.3566 -0.0321 -0.189 0.368 0.085
N 2.1611 0.0354 -0.1058 -0.339 6.782 0.892
O 2.1964 1.8282 0.0084 -0.202 -4.890 -0.541
S 3.5600 -0.5885 0.0277 -0.382 -0.832 -0.273
H -1.2503 -0.1208 0.1918 1.540 1.196 -0.276
H -0.0717 1.4257 -0.1105 -0.395 1.925 0.250
H 0.5757 -1.3458 -0.0422 0.488 -2.995 0.144

Entry 3:
8
Properties=species:S:1:pos:R:3:forces:R:3 method="wB97M-V/def2-TZVPD" de_lowest_kcal_mol=63.3 homo_lumo_gap_ev=10.31 e_lumo_ev=0.3838 total_charge=0
C 0.6370 2.1409 0.2804 0.168 1.824 -0.253
C 0.3367 -0.2443 0.6709 1.486 -6.157 0.071
N 0.3968 1.0467 0.5473 0.261 3.787 -0.935
O -0.8270 -0.8383 0.1702 -1.080 0.346 -1.062
S -0.7460 -0.9554 -1.5012 -0.016 -0.966 -0.089
H -1.3503 0.1353 -1.9899 -0.146 0.439 0.533
H 1.1796 -0.8026 0.1051 -0.697 1.259 1.143
H 0.3732 -0.4823 1.7173 0.024 -0.532 0.592

Entry 4:
8
Properties=species:S:1:pos:R:3:forces:R:3 method="wB97M-V/def2-TZVPD" de_lowest_kcal_mol=36.1 homo_lumo_gap_ev=9.64 e_lumo_ev=0.3560 total_charge=0 smiles="C=NSC=O"
C 1.2921 0.6453 -0.9583 1.762 -0.841 -1.223
C -0.2357 -0.2832 1.2637 -3.233 0.231 0.799
H 2.0492 0.6121 -1.7700 -0.401 0.525 0.482
H 1.6563 0.8030 0.0378 -0.063 0.540 0.305
H -0.9478 -0.1731 2.1410 0.636 -0.175 -0.392
N 0.1716 0.2037 -1.3021 -0.575 -0.016 -1.075
O 0.8721 -0.6539 1.3234 2.531 -0.727 0.936
S -1.0796 0.0244 -0.2321 -0.658 0.463 0.168

Entry 5:
8
Properties=species:S:1:pos:R:3:forces:R:3 method="wB97M-V/def2-TZVPD" de_lowest_kcal_mol=70.5 homo_lumo_gap_ev=8.43 e_lumo_ev=0.2150 total_charge=0
C 0.4297 0.7387 1.6501 -2.665 -3.298 -1.774
C 0.8907 -0.5906 -0.3975 0.232 -0.824 0.126
N 0.4199 -0.0342 0.5931 1.142 2.144 2.145
O -1.0878 -0.2062 -2.0944 -0.650 -1.042 -0.417
S 0.3953 -0.9516 -1.8867 0.546 0.383 -0.120
H 1.0070 1.5583 1.9092 1.309 1.565 -0.514
H -0.4072 0.5004 2.2920 0.260 -0.024 0.597
H -1.6476 -1.0148 -2.0658 -0.172 1.096 -0.043

Entry 6:
9
Properties=species:S:1:pos:R:3:forces:R:3 method="wB97M-V/def2-TZVPD" de_lowest_kcal_mol=87.0 homo_lumo_gap_ev="8.44 / 6.03" e_lumo_ev="-0.9853 / -2.6069" total_charge=0
C 0.5816 -0.1934 0.0336 0.395 1.309 -0.829
C -0.6103 0.6433 -0.2752 -2.027 -0.383 1.056
N 0.4904 -1.1746 0.8066 1.475 -0.626 1.884
O -1.8043 -1.6305 0.5252 -1.214 -0.496 0.321
S 1.9718 -0.0834 -0.9468 0.903 0.173 -0.495
S -1.8209 -0.7110 -0.6205 -0.820 0.530 -0.847
H -1.0518 1.2747 0.5438 0.789 -0.789 -0.416
H -0.6882 1.2234 -1.1839 0.820 0.127 -0.298
H 1.3835 -1.6379 1.0317 -0.322 0.153 -0.378

Entry 7:
9
Properties=species:S:1:pos:R:3:forces:R:3 method="wB97M-V/def2-TZVPD" de_lowest_kcal_mol=74.5 homo_lumo_gap_ev=8.54 e_lumo_ev=-0.2169 total_charge=0 smiles="O=CSNC=S"
C 0.5437 -1.7643 -0.0569 3.501 -2.786 -2.787
C -0.7437 1.7766 0.2319 -2.498 1.531 0.254
H 1.0083 -1.9309 -1.1607 -0.917 -1.574 2.532
H 0.4752 0.2273 -1.1200 -1.082 -3.467 2.145
H -1.6624 2.3400 0.8709 2.669 -1.186 -1.218
N 0.1657 -0.5504 -0.2657 0.673 4.539 -4.794
O -0.4761 2.1200 -0.8953 -0.064 -0.444 0.394
S 0.7582 -2.5802 1.3992 -0.570 0.832 -1.784
S -0.0689 0.3619 0.9965 -1.711 2.556 5.257

Entry 8:
9
Properties=species:S:1:pos:R:3:forces:R:3 method="wB97M-V/def2-TZVPD" de_lowest_kcal_mol=47.7 homo_lumo_gap_ev=8.20 e_lumo_ev=-1.0070 total_charge=0
C -0.1960 -0.8213 0.1806 0.740 -2.969 0.212
C -1.1017 0.2439 -0.0851 -0.215 0.971 1.683
H 3.1884 -0.4300 -0.4886 0.217 -0.559 0.190
H -0.4766 -1.8899 0.4449 -0.923 1.680 -0.438
H -1.3955 1.9216 0.2149 0.478 1.371 0.099
N 1.0550 -0.8050 0.1108 2.123 -0.580 -0.116
O -0.5239 1.4877 0.2091 -2.223 -1.960 -1.056
S 2.1381 0.3523 -0.2881 -0.526 1.400 -0.248
S -2.6878 -0.0592 -0.2985 0.331 0.646 -0.327

Entry 9:
9
Properties=species:S:1:pos:R:3:forces:R:3 method="wB97M-V/def2-TZVPD" de_lowest_kcal_mol=77.4 homo_lumo_gap_ev=7.96 e_lumo_ev=-1.0530 total_charge=0
C -0.2248 -0.9930 0.1451 2.031 2.727 -0.435
C -1.2718 0.1341 -0.1493 -0.169 -2.018 0.722
H 2.5345 0.1489 -0.2227 -2.775 0.284 -1.479
H -0.6107 -1.7713 0.7346 -0.408 -1.230 0.258
H 0.6120 1.7737 0.1788 -1.228 -0.551 -0.195
N 1.0963 -0.9285 0.0834 -4.176 -1.584 0.749
O 1.5392 0.1608 -0.5506 4.338 0.822 0.512
S -0.7649 1.7831 0.0219 -0.188 0.666 -0.040
S -2.9098 -0.3079 -0.2413 2.576 0.883 -0.091

Entry 10:
9
Properties=species:S:1:pos:R:3:forces:R:3 method="wB97M-V/def2-TZVPD" de_lowest_kcal_mol=31.0 homo_lumo_gap_ev=7.67 e_lumo_ev=-1.6524 total_charge=0 smiles="O=C(C=S)NS"
C 0.5347 -0.4082 -0.4900 0.336 1.135 1.589
C 0.0615 0.5171 -1.6103 -0.856 0.038 0.693
H -0.4274 -2.1664 1.9201 0.432 1.188 -0.099
H -0.8255 0.4690 0.7335 0.565 -0.124 0.000
H 0.5839 0.3165 -2.5478 -0.126 0.190 0.101
N 0.0302 -0.0939 0.7910 -1.669 1.096 -3.108
O 1.4097 -1.2072 -0.6548 0.160 -0.661 -0.573
S 0.2091 -0.9320 2.1590 0.378 -2.277 1.925
S -1.1089 1.6222 -1.3967 0.781 -0.585 -0.527

Entry 11:
7
Properties=species:S:1:pos:R:3:forces:R:3 method="wB97M-V/def2-TZVPD" de_lowest_kcal_mol=83.7 homo_lumo_gap_ev="7.81 / 7.81" e_lumo_ev="-1.2666 / -1.2672" total_charge=0
C 1.2554 -0.2584 -1.2993 4.451 -0.526 -0.798
C 0.1276 0.0332 -1.1002 -0.740 0.108 0.252
N -1.1860 0.2404 1.5492 -0.395 -1.372 -3.296
S -1.3850 0.3867 -0.7035 -2.138 0.207 3.601
H 2.3439 -0.3174 -1.4664 -1.423 -0.107 0.134
H -0.2922 0.6758 1.4544 0.942 0.939 0.207
H -0.8635 -0.7603 1.5658 -0.697 0.750 -0.101

Entry 12:
7
Properties=species:S:1:pos:R:3:forces:R:3 method="wB97M-V/def2-TZVPD" de_lowest_kcal_mol=105.5 homo_lumo_gap_ev=9.53 e_lumo_ev=0.8577 total_charge=0 smiles="SN1C=C1"
C 1.0759 -0.1572 0.3333 -2.887 1.276 -1.842
C 0.5774 1.0195 0.1739 0.765 -3.174 -0.335
N -0.3682 0.2525 -0.6758 3.037 0.617 1.412
S -1.8191 0.0205 0.2214 -0.486 -0.358 0.601
H 1.4788 -1.1086 0.4718 0.526 -0.885 0.212
H 0.8485 1.9078 0.6252 -0.412 2.369 0.220
H -2.5225 0.6390 -0.7109 -0.544 0.155 -0.268